Density functional theory data (wB97M-V/def2-TZVPD) for C49H49BF4N7O5P2PbS as an isolated structure at a distorted geometry.

Element x y z (Å)
Pb -2.011 0.701 -0.066
O -4.111 4.561 0.787
C -3.716 3.401 0.459
N -2.545 2.883 0.815
C -1.630 3.736 1.557
C -0.717 4.523 0.649
C -0.782 5.907 0.508
C 0.168 6.547 -0.334
C 1.033 5.779 -1.129
C 0.908 4.369 -0.982
N 0.129 3.795 -0.102
C -4.565 2.669 -0.445
C -5.872 3.138 -0.676
C -6.731 2.371 -1.481
C -6.267 1.123 -1.932
C -4.935 0.832 -1.808
N -4.128 1.542 -0.993
H -2.252 4.433 2.189
H -1.049 3.099 2.186
H -1.598 6.489 0.962
H 0.191 7.663 -0.401
H 1.769 6.136 -1.867
H 1.550 3.743 -1.586
H -6.157 4.055 -0.138
H -7.712 2.757 -1.697
H -6.905 0.375 -2.393
H -4.481 -0.041 -2.249
O -0.780 -2.054 -0.028
C -1.066 -3.262 -0.169
C -2.257 -3.770 -0.757
C -2.357 -5.125 -0.857
C -3.286 -5.755 -1.688
C -4.155 -4.958 -2.440
C -4.147 -3.601 -2.290
C -3.156 -2.895 -1.539
O -3.107 -1.634 -1.522
N -3.345 -7.169 -1.742
O -2.493 -7.832 -1.131
O -4.250 -7.723 -2.448
H -0.352 -3.986 0.255
H -1.705 -5.796 -0.265
H -4.848 -5.459 -3.121
H -4.887 -2.978 -2.804
C 3.743 1.799 2.968
N 2.985 0.622 2.510
P 3.187 -0.011 0.855
C 4.570 0.753 0.012
C 5.866 0.707 0.497
C 6.907 1.098 -0.352
C 6.590 1.673 -1.577
C 5.278 1.816 -1.993
C 4.227 1.323 -1.205
C 3.679 -1.730 1.067
C 2.825 -2.739 0.559
C 3.227 -4.075 0.506
C 4.497 -4.412 0.888
C 5.344 -3.447 1.401
C 4.969 -2.136 1.496
P 1.262 0.317 2.940
C 0.950 1.148 4.534
C -0.011 2.206 4.621
C -0.152 2.932 5.783
C 0.618 2.588 6.893
C 1.570 1.588 6.844
C 1.731 0.863 5.683
C 1.029 -1.420 3.565
C 2.059 -2.266 3.964
C 1.809 -3.582 4.350
C 0.501 -4.062 4.398
C -0.540 -3.208 4.015
C -0.287 -1.857 3.724
H 4.757 1.577 3.289
H 3.147 2.255 3.773
H 3.836 2.576 2.170
H 6.050 0.496 1.546
H 7.961 0.977 -0.114
H 7.381 1.980 -2.283
H 5.065 2.201 -2.993
H 3.206 1.290 -1.576
H 1.829 -2.468 0.176
H 2.555 -4.866 0.048
H 4.809 -5.481 0.813
H 6.330 -3.717 1.709
H 5.585 -1.466 2.033
H -0.756 2.272 3.843
H -0.826 3.768 5.783
H 0.493 3.083 7.845
H 2.122 1.309 7.712
H 2.466 0.100 5.625
H 3.085 -1.898 3.998
H 2.684 -4.202 4.545
H 0.279 -5.084 4.728
H -1.567 -3.554 3.985
H -1.132 -1.139 3.624
F -2.560 0.593 2.853
B -3.617 -0.221 2.452
F -4.689 0.544 1.974
F -4.023 -1.072 3.457
F -3.008 -1.005 1.394
C -1.143 2.191 -7.112
C -2.149 1.645 -6.095
N -1.612 1.376 -4.776
C -0.641 0.474 -4.424
S -0.052 0.596 -2.817
N -0.268 -0.440 -5.335
C 0.850 -1.329 -5.181
C 0.511 -2.646 -4.491
H -1.484 2.116 -8.141
H -0.180 1.665 -7.037
H -0.920 3.256 -6.909
H -2.619 0.724 -6.522
H -2.997 2.292 -5.924
H -1.850 2.055 -3.999
H -0.853 -0.515 -6.155
H 1.602 -0.818 -4.561
H 1.256 -1.590 -6.189
H 0.038 -2.451 -3.527
H 1.390 -3.277 -4.311
H -0.168 -3.252 -5.129

Summary:
E_LUMO = 1.8 eV
Energy above the lowest of the compared OMol25 structures with the same formula, charge and spin = 0.000 eV
Charge = -1
2S+1 = 1
Energy = -118489.4499 eV

Mulliken atomic charge list, values in e, 99 entries: 1.14 -0.85 0.04 0.07 0.51 0.36 -0.63 -0.36 -0.58 -0.27 0.03 0.62 -0.57 -0.39 -0.85 -0.33 0.22 0.44 -1.45 0.42 0.31 0.36 0.39 0.43 0.44 0.42 0.52 0.33 -0.26 0.43 -0.15 -0.50 -0.43 -0.65 -0.43 -0.07 0.95 -0.64 -0.65 0.15 0.46 0.46 0.37 -0.93 0.25 0.34 0.64 -0.31 -0.92 -0.39 -0.64 -0.63 0.27 -0.07 -0.43 -0.44 -0.68 -0.35 0.55 -0.20 0.50 -0.64 -0.44 -0.79 -0.32 0.62 -0.23 -0.47 -0.66 -0.37 -0.71 0.21 0.39 0.30 0.31 0.39 0.32 0.38 0.55 0.21 0.31 0.31 0.42 0.25 -0.08 0.45 0.36 0.44 0.45 0.27 0.38 0.35 0.53 0.09 -0.12 0.03 -0.35 -0.37 -0.15

***

Density functional theory data (wB97M-V/def2-TZVPD) for C49H49ClF9LiN6P as an isolated structure at a distorted geometry.

Element x y z (Å)
Li -1.935 -2.441 0.561
N -2.469 -1.238 -0.970
C -3.836 -1.456 -1.368
C -4.692 -0.395 -1.591
C -6.050 -0.675 -1.857
C -6.505 -1.977 -1.929
C -5.648 -3.077 -1.575
C -6.055 -4.429 -1.474
C -5.283 -5.363 -0.788
C -3.965 -4.943 -0.433
N -3.490 -3.719 -0.563
C -4.298 -2.793 -1.222
H -2.176 -0.290 -1.011
H -1.862 -1.759 -1.670
H -4.327 0.644 -1.709
H -6.765 0.131 -1.855
H -7.543 -2.144 -2.268
H -7.021 -4.715 -1.818
H -5.661 -6.368 -0.731
H -3.281 -5.635 0.022
C -2.430 -2.458 4.900
C -2.526 -2.782 3.363
N -2.345 -1.593 2.494
C -1.073 -0.940 2.879
C -1.083 -0.469 4.369
N -2.324 -0.959 5.112
C -3.515 -0.333 4.492
C -3.477 -0.666 2.903
H -1.543 -2.920 5.383
H -3.316 -2.790 5.495
H -3.535 -3.190 3.192
H -1.778 -3.563 3.098
H -0.948 -0.080 2.247
H -0.160 -1.524 2.677
H -1.097 0.617 4.421
H -0.196 -0.836 4.901
H -2.229 -0.695 6.092
H -3.613 0.707 4.713
H -4.422 -0.735 4.872
H -3.349 0.343 2.415
H -4.408 -1.121 2.564
N 2.135 0.371 -0.187
C 3.165 -0.196 -0.200
N 4.370 -0.671 -0.288
C 5.066 -1.080 0.899
C 6.623 -1.000 0.726
C 7.192 -1.614 -0.574
C 6.187 -1.598 -1.683
C 5.087 -0.569 -1.566
H 4.692 -2.121 1.100
H 4.679 -0.436 1.665
H 7.016 -1.541 1.594
H 6.970 0.008 0.821
H 7.614 -2.619 -0.336
H 8.099 -1.043 -0.895
H 5.778 -2.640 -1.877
H 6.699 -1.259 -2.615
H 4.290 -0.719 -2.336
H 5.451 0.487 -1.654
F 6.702 2.571 -3.318
C 5.963 3.777 -3.467
F 6.150 4.118 -4.796
F 6.650 4.639 -2.622
C 4.559 3.623 -3.028
C 3.994 4.405 -1.997
C 2.680 4.165 -1.561
C 2.011 3.048 -2.061
C 2.527 2.293 -3.089
C 3.764 2.648 -3.625
P 0.494 2.455 -1.374
C -0.673 3.548 -2.280
C -1.414 3.018 -3.344
C -2.343 3.850 -3.955
C -2.551 5.160 -3.497
C -1.755 5.635 -2.498
C -0.732 4.900 -1.967
C -3.679 6.004 -3.879
F -4.778 5.824 -3.059
F -4.076 5.760 -5.153
F -3.335 7.344 -3.925
C 0.399 3.051 0.320
C -0.839 3.450 0.889
C -0.920 3.640 2.247
C 0.200 3.500 3.109
C 1.421 3.271 2.468
C 1.537 3.085 1.102
C 0.071 3.714 4.605
F -0.747 4.849 4.831
F 1.219 3.916 5.228
F -0.615 2.634 5.202
H 4.610 5.122 -1.507
H 2.241 4.923 -0.905
H 1.913 1.508 -3.526
H 4.185 2.151 -4.526
H -1.305 1.986 -3.653
H -2.907 3.481 -4.816
H -1.802 6.691 -2.216
H -0.065 5.342 -1.254
H -1.728 3.593 0.352
H -1.891 3.972 2.610
H 2.325 3.233 3.075
H 2.538 2.818 0.690
Cl 2.263 -8.416 -0.023
C 1.430 -6.888 0.039
C 0.376 -6.517 -0.891
C -0.136 -5.249 -0.846
C 0.409 -4.224 -0.014
C 0.145 -2.879 -0.311
C 1.344 -4.643 0.961
C 1.906 -5.928 0.928
H -0.061 -7.187 -1.584
H -1.020 -5.004 -1.437
H 0.562 -2.106 0.305
H -0.321 -2.662 -1.261
H 1.519 -4.014 1.777
H 2.698 -6.128 1.602

Summary:
E_LUMO = -3.0 eV
Energy above the lowest of the compared OMol25 structures with the same formula, charge and spin = 0.000 eV
Charge = +1
2S+1 = 1
Energy = -107014.7977 eV

Mulliken atomic charge list, values in e, 99 entries: 0.84 -0.16 0.44 -0.94 -0.73 -0.75 0.38 -0.53 -0.91 -0.28 0.31 0.47 -0.23 0.34 0.45 0.42 0.35 0.45 0.41 0.53 -0.76 -0.44 0.23 -0.63 -0.41 0.00 -0.81 -0.66 0.32 0.33 0.51 0.33 0.55 0.21 -0.01 0.46 0.34 0.41 0.30 0.23 0.55 -0.47 0.10 0.24 -0.66 -0.82 -0.55 -0.69 -0.48 0.28 0.48 0.40 0.32 0.30 0.24 0.30 0.32 0.43 0.24 -0.24 0.74 -0.24 -0.29 0.17 -1.02 -0.10 0.72 -0.78 -0.82 0.00 0.88 -0.49 -0.84 0.05 -0.85 -0.39 0.98 -0.25 -0.27 -0.27 0.76 -0.83 -1.00 0.12 -0.88 -0.23 0.72 -0.28 -0.26 -0.28 0.54 0.31 0.47 0.35 0.53 0.46 0.43 0.36 0.70

***

Density functional theory data (wB97M-V/def2-TZVPD) for C49H49GaIN8O14S as an isolated structure at a distorted geometry.

Element x y z (Å)
C -6.987 1.991 0.471
C -5.954 1.470 0.099
Ga -4.313 0.485 -0.577
C -2.713 0.911 0.606
C -1.444 1.130 -0.252
C -0.472 -0.048 -0.200
C 0.427 -0.043 -1.458
C -0.343 -0.638 -2.641
C 0.512 -0.679 -3.930
C 0.151 0.518 -4.829
S -1.164 -0.067 -5.934
C -2.177 1.302 -6.293
N -2.564 1.588 -7.490
N -3.381 2.696 -7.388
C -3.424 2.999 -6.140
O -2.699 2.160 -5.375
C -4.811 -1.530 -0.456
C -4.453 -2.262 -1.672
O -3.415 -2.817 -1.871
I -5.942 -2.313 -3.276
H -7.983 2.152 0.815
H -3.961 0.891 -2.094
H -2.514 0.093 1.308
H -2.949 1.792 1.208
H -0.905 2.013 0.117
H -1.749 1.329 -1.283
H -1.053 -0.977 -0.253
H 0.115 -0.048 0.714
H 0.711 0.998 -1.655
H 1.319 -0.642 -1.264
H -0.620 -1.653 -2.347
H -1.262 -0.087 -2.836
H 0.282 -1.606 -4.459
H 1.568 -0.657 -3.662
H -0.133 1.391 -4.243
H 1.017 0.810 -5.428
H -3.966 3.837 -5.738
H -5.901 -1.537 -0.354
H -4.398 -2.007 0.431
C -1.932 5.125 -3.418
C -2.449 4.617 -2.232
C -2.179 5.254 -1.031
C -1.395 6.394 -1.042
C -0.870 6.911 -2.213
C -1.143 6.270 -3.410
N -1.117 7.087 0.226
O -1.569 6.609 1.246
O -0.447 8.103 0.180
H -2.149 4.634 -4.356
H -3.066 3.726 -2.238
H -2.577 4.862 -0.106
H -0.260 7.803 -2.199
H -0.743 6.662 -4.333
C 7.037 -1.009 0.983
C 6.241 0.024 1.465
C 4.860 -0.082 1.417
C 4.301 -1.228 0.880
C 5.075 -2.260 0.386
C 6.455 -2.148 0.444
N 2.839 -1.370 0.849
O 2.166 -0.456 1.285
O 2.382 -2.403 0.403
H 8.115 -0.927 1.033
H 6.696 0.911 1.886
H 4.234 0.714 1.793
H 4.620 -3.143 -0.033
H 7.072 -2.951 0.070
C 5.504 8.338 -4.995
C 4.714 9.338 -4.444
C 3.333 9.253 -4.519
C 2.767 8.159 -5.147
C 3.537 7.155 -5.707
C 4.917 7.251 -5.628
N 1.302 8.052 -5.211
O 0.647 8.953 -4.726
O 0.831 7.063 -5.737
H 6.582 8.405 -4.930
H 5.173 10.184 -3.951
H 2.712 10.026 -4.092
H 3.072 6.311 -6.194
H 5.533 6.474 -6.058
C 0.032 -2.750 3.939
C -0.508 -3.230 5.124
C -0.260 -2.572 6.318
C 0.532 -1.437 6.302
C 1.082 -0.945 5.130
C 0.827 -1.611 3.942
N 0.786 -0.727 7.564
O 0.308 -1.193 8.582
O 1.462 0.281 7.523
H -0.172 -3.260 3.007
H -1.128 -4.115 5.117
H -0.678 -2.939 7.243
H 1.696 -0.057 5.139
H 1.239 -1.244 3.013
C 2.452 -7.898 1.964
C 2.992 -8.582 0.882
C 4.034 -8.027 0.159
C 4.523 -6.790 0.539
C 3.997 -6.092 1.612
C 2.951 -6.654 2.326
N 5.636 -6.197 -0.216
O 6.065 -6.804 -1.175
O 6.056 -5.120 0.166
H 1.638 -8.336 2.527
H 2.598 -9.548 0.600
H 4.455 -8.550 -0.687
H 4.388 -5.124 1.887
H 2.526 -6.121 3.165
C -6.796 -4.422 6.654
C -6.653 -4.290 5.279
C -5.488 -4.710 4.658
C -4.482 -5.259 5.432
C -4.602 -5.393 6.803
C -5.771 -4.969 7.415
N -3.251 -5.717 4.773
O -3.163 -5.564 3.574
O -2.386 -6.220 5.469
H -7.709 -4.096 7.134
H -7.450 -3.860 4.688
H -5.369 -4.607 3.589
H -3.801 -5.820 7.388
H -5.882 -5.067 8.486

Summary:
E_LUMO = 0.5 eV
Energy above the lowest of the compared OMol25 structures with the same formula, charge and spin = 0.197 eV
Charge = -1
2S+1 = 1
Energy = -163488.3456 eV

Mulliken atomic charge list, values in e, 99 entries: 0.46 -0.94 -0.30 -1.07 -0.11 -0.34 -0.54 -0.06 -1.12 -0.61 -0.24 0.44 -0.34 -0.48 -0.03 0.01 -0.64 0.16 -0.54 -0.16 0.40 -0.13 0.47 0.43 0.30 -0.09 0.30 0.20 0.20 0.20 0.36 0.11 0.43 0.36 0.30 0.47 0.52 0.44 0.34 -0.38 -0.30 -0.70 -0.03 -0.31 -0.41 1.06 -0.62 -0.64 0.31 0.44 0.55 0.54 0.43 -0.46 -0.52 -0.43 0.04 -0.31 -0.56 1.21 -0.67 -0.62 0.38 0.39 0.48 0.61 0.42 -0.40 -0.43 -0.36 0.14 -0.33 -0.47 1.09 -0.59 -0.65 0.37 0.37 0.44 0.45 0.37 -1.01 -0.12 -0.51 -0.10 -0.46 -0.16 1.02 -0.63 -0.62 0.62 0.35 0.50 0.50 0.60 -0.49 -0.38 -0.47 0.17

***

Density functional theory data (wB97M-V/def2-TZVPD) for C49H49N4O9TeV as an isolated structure at a distorted geometry.

Element x y z (Å)
V 0.045 0.990 -0.330
O -3.613 0.402 0.126
C -4.057 1.187 0.924
C -3.292 2.202 1.680
C -4.021 3.006 2.556
C -3.365 3.968 3.298
C -1.993 4.168 3.219
C -1.247 3.380 2.358
C -1.899 2.412 1.587
O -1.193 1.657 0.764
N -4.154 4.810 4.214
O -5.354 4.635 4.232
O -3.541 5.573 4.931
H -5.139 1.218 1.157
H -5.091 2.887 2.656
H -1.524 4.921 3.833
H -0.174 3.477 2.295
O -0.846 -0.254 -1.234
C -0.248 -1.289 -1.924
C 0.796 -0.851 -2.882
C 0.885 -1.454 -4.137
C 1.891 -1.082 -5.004
C 2.823 -0.099 -4.695
C 2.692 0.570 -3.498
C 1.649 0.236 -2.613
O 1.443 1.034 -1.587
N 1.965 -1.759 -6.307
O 1.203 -2.689 -6.493
O 2.866 -1.433 -7.050
H -1.036 -1.870 -2.401
H 0.173 -2.193 -4.461
H 3.601 0.149 -5.401
H 3.345 1.388 -3.233
C -0.592 -8.958 -1.189
C -0.302 -7.497 -1.032
C 0.074 -6.960 0.185
C 0.338 -5.602 0.353
C 0.751 -5.159 1.726
C 0.194 -4.757 -0.756
Te 0.583 -2.720 -0.286
N 0.911 0.022 0.768
C 1.470 0.373 2.003
O 1.015 1.257 2.698
C 2.691 -0.398 2.369
C 3.447 -1.044 1.396
C 4.593 -1.735 1.757
C 4.973 -1.790 3.090
C 4.225 -1.136 4.061
C 3.090 -0.431 3.704
C -0.977 -2.469 1.095
C -0.553 -2.152 2.384
C -1.482 -1.935 3.382
C -2.835 -2.034 3.080
C -3.239 -2.345 1.797
C -2.321 -2.565 0.766
C -2.843 -2.841 -0.607
C -0.123 -5.280 -2.015
C -0.153 -4.448 -3.256
C -0.376 -6.640 -2.124
H -0.439 -9.497 -0.256
H 0.050 -9.401 -1.949
H -1.624 -9.114 -1.503
H 0.179 -7.612 1.043
H 1.192 -6.000 2.255
H -0.101 -4.806 2.307
H 1.502 -4.363 1.727
H 3.155 -0.968 0.356
H 5.190 -2.225 1.000
H 5.862 -2.335 3.373
H 4.532 -1.177 5.096
H 2.500 0.091 4.445
H 0.504 -2.090 2.615
H -1.155 -1.696 4.385
H -3.576 -1.870 3.850
H -4.294 -2.416 1.565
H -3.758 -3.429 -0.552
H -2.141 -3.407 -1.225
H -3.082 -1.897 -1.098
H 0.752 -3.841 -3.333
H -1.024 -3.793 -3.298
H -0.185 -5.077 -4.143
H -0.623 -7.037 -3.100
C 3.618 3.542 2.016
C 2.416 4.119 1.333
C 2.002 5.429 1.583
C 0.902 5.993 0.934
C 0.484 7.402 1.235
C 0.202 5.244 0.011
C 0.562 3.900 -0.265
C 1.688 3.373 0.425
N -0.101 3.033 -1.056
C -1.035 3.346 -2.169
C -2.456 2.991 -1.731
C -0.610 2.429 -3.321
C -1.010 4.782 -2.694
H 3.977 4.206 2.801
H 4.431 3.396 1.304
H 3.381 2.579 2.466
H 2.549 6.024 2.303
H 0.961 7.770 2.140
H -0.595 7.474 1.366
H 0.762 8.069 0.417
H -0.674 5.675 -0.434
H 2.059 2.381 0.186
H -2.554 1.944 -1.446
H -3.139 3.176 -2.562
H -2.770 3.613 -0.891
H -0.722 1.376 -3.065
H 0.426 2.608 -3.610
H -1.249 2.626 -4.183
H -1.555 5.479 -2.067
H -1.516 4.780 -3.660
H 0.004 5.148 -2.850

Summary:
E_LUMO (alpha / beta) = -3.8 / -4.5 eV
Energy above the lowest of the compared OMol25 structures with the same formula, charge and spin = 0.296 eV
⟨S²⟩ = 0.7926
Charge = +1
2S+1 = 2
Energy = -108965.7999 eV

Mulliken atomic charge list, values in e, 99 entries: 0.08 -0.37 -0.51 1.06 -0.66 -0.92 -0.99 -0.25 -0.53 1.15 1.04 -0.63 -0.62 0.31 0.58 0.60 0.80 -1.21 -0.54 1.11 -0.82 -1.00 -0.66 -0.73 -0.36 0.34 1.05 -0.61 -0.63 0.85 1.03 0.55 0.60 -1.64 0.55 -0.95 0.71 -1.79 0.19 0.41 1.55 -0.54 -0.53 0.40 0.04 -0.99 -0.52 -0.70 -0.66 1.19 -1.00 -0.84 -0.99 -0.66 0.81 -1.40 1.31 -1.22 -0.99 0.36 0.37 0.35 0.40 0.56 0.32 0.19 0.55 0.48 0.43 0.46 0.43 0.68 0.52 0.43 0.48 0.66 -0.15 0.14 0.29 0.32 0.38 0.46 -1.48 0.44 -0.86 0.11 -1.84 -0.76 0.28 0.35 1.54 1.56 -1.22 -1.77 -2.04 0.44 0.38 0.14 0.38